ORCA calculation (wB97M-V/def2-TZVPD) on a 2-piece molecular cluster, C7H11BClFO5 overall in a non-equilibrium geometry.

```
26
Properties=species:S:1:pos:R:3:lowdin_charge:R:1
O -3.40 -0.03 -3.69 -0.1999
C -2.14 -0.02 -3.75 -0.7573
O -1.56 0.67 -4.65 -0.2043
B -1.32 -0.95 -2.67 -0.4978
C 0.09 -0.27 -2.15 -0.2400
C -0.20 0.76 -0.99 -0.3359
C -0.14 2.15 -1.67 -0.5755
Cl -1.06 3.40 -0.70 0.4037
H -2.06 -1.14 -1.71 0.0332
H -1.05 -2.03 -3.18 0.0219
H 0.64 0.25 -2.95 0.0675
H 0.74 -1.03 -1.69 0.0519
H 0.54 0.71 -0.18 0.0663
H -1.21 0.65 -0.62 0.0670
H 0.90 2.46 -1.85 0.0607
H -0.64 2.03 -2.64 0.0601
C 1.16 -0.34 4.40 -0.0861
C 2.02 -1.22 3.52 -0.3311
O 1.13 -1.63 2.51 0.1330
C 0.19 -0.63 2.38 -0.5098
O -0.54 -0.50 1.47 0.2191
O 0.24 0.22 3.47 0.0642
F 2.46 -2.32 4.20 0.0490
H 0.61 -0.92 5.14 0.1375
H 1.72 0.44 4.90 0.1319
H 2.87 -0.70 3.07 0.1707
```

Values from the calculation:
HOMO-LUMO gap in eV: 2.591
Maximum force in hartree/bohr: 0.0365
Net charge: -2
HOMO in eV: 1.344

***

ORCA calculation (wB97M-V/def2-TZVPD) on one molecule with the formula C7H11BN2O in a non-equilibrium geometry.

```
22
Properties=species:S:1:pos:R:3:lowdin_charge:R:1
B 0.75 -0.04 0.35 -0.5856
C 2.11 -0.37 1.05 -0.1652
C -1.41 1.15 1.23 -0.1166
C -0.03 1.31 1.08 0.0343
C -2.10 -0.14 0.85 -0.2160
C -1.51 -1.03 -0.17 -0.1304
C -0.05 -1.36 0.01 -0.0980
C 1.06 0.34 -1.32 -0.1786
N 3.17 -0.56 1.39 0.1275
N 2.03 1.44 -1.50 -0.0158
O 0.45 -2.52 -0.38 0.1920
H -2.02 1.92 1.79 0.1107
H 0.57 2.14 1.33 0.0582
H -2.20 -0.63 1.83 0.1323
H -3.12 0.19 0.67 0.1156
H -2.05 -1.99 -0.23 0.1340
H -1.67 -0.70 -1.20 0.1445
H 1.27 -0.44 -2.19 0.1445
H 0.13 0.79 -1.56 0.0706
H 3.10 1.31 -1.27 0.1356
H 1.74 2.24 -1.02 0.0251
H -0.21 -3.02 -0.74 0.0814
```

Values from the calculation:
HOMO-LUMO gap in eV: 7.840
Maximum force in hartree/bohr: 0.1119
Energy relative to the best compared isomer or geometry (same formula, charge and spin) in kJ/mol: 179.1
HOMO in eV: -8.440

***

ORCA calculation (wB97M-V/def2-TZVPD) on a 2-piece molecular cluster, C7H11Br overall in a non-equilibrium geometry.

```
19
Properties=species:S:1:pos:R:3:lowdin_charge:R:1
C -2.59 -1.11 0.00 -0.1001
C -3.46 -0.21 0.32 -0.7189
C 0.48 0.69 -1.14 -0.0097
C 0.48 1.00 0.37 -0.1843
C 1.54 0.17 -0.18 -0.3580
C 2.16 -1.19 0.08 -0.0055
C 1.84 1.52 0.41 -0.0962
Br -5.27 -0.21 -0.12 0.6844
H -2.69 -1.96 -0.49 0.0048
H -1.44 -1.00 0.23 0.0900
H -0.20 0.02 -1.48 0.0480
H 0.93 1.40 -1.79 0.0903
H -0.13 0.88 1.32 0.1514
H 1.80 -1.90 -0.61 0.0605
H 1.95 -1.54 1.02 0.0420
H 3.24 -1.20 0.01 0.0729
H -3.21 0.68 0.92 0.0553
H 2.20 2.31 -0.20 0.0861
H 2.37 1.64 1.31 0.0870
```

Values from the calculation:
HOMO-LUMO gap in eV: 10.228
Maximum force in hartree/bohr: 0.0975
Energy relative to the best compared isomer or geometry (same formula, charge and spin) in kJ/mol: 249.8
HOMO in eV: -9.259

***

ORCA calculation (wB97M-V/def2-TZVPD) on an isolated ion of composition C7H11BrN3 and charge +1 in a non-equilibrium geometry.

```
22
Properties=species:S:1:pos:R:3:lowdin_charge:R:1
C 2.80 1.60 0.22 -0.0306
C 2.92 1.17 1.52 -0.6956
C 1.56 -0.26 0.36 -0.2926
C -1.19 1.96 -0.49 0.0407
C -1.16 0.66 -0.77 -0.2692
C -0.99 -0.31 0.20 -0.1277
C 0.55 -1.30 0.07 -0.2267
N 2.08 0.00 1.56 0.1015
N 1.98 0.67 -0.45 0.1383
N 0.55 -2.43 0.99 0.0008
Br 3.70 1.56 3.13 0.8922
H 3.41 2.26 -0.30 0.1134
H -1.69 2.63 -1.07 0.0250
H -0.95 2.42 0.53 0.1038
H -1.30 0.36 -1.88 0.1489
H -0.98 0.18 1.14 0.0849
H -1.84 -1.12 0.24 0.1599
H 0.60 -1.73 -1.02 0.1723
H 1.96 -0.44 2.54 0.1989
H 1.94 0.79 -1.51 0.2305
H 0.78 -3.38 0.53 0.1254
H -0.37 -2.52 1.52 0.1059
```

Values from the calculation:
HOMO-LUMO gap in eV: 9.882
Maximum force in hartree/bohr: 0.1138
Net charge: +1
Energy relative to the best compared isomer or geometry (same formula, charge and spin) in kJ/mol: 129.2
HOMO in eV: -12.744

***

ORCA calculation (wB97M-V/def2-TZVPD) on one molecule with the formula C7H11BrO6 in a non-equilibrium geometry.

```
25
Properties=species:S:1:pos:R:3:lowdin_charge:R:1
C -0.41 0.12 2.63 -0.5767
C 0.43 -1.85 -0.38 -0.0468
C 0.58 -1.33 -1.81 -0.3501
C 0.45 0.28 -1.69 -0.2891
C -0.88 0.68 -1.08 -0.3032
C -1.18 -0.24 0.22 -0.6868
C 0.33 1.16 3.53 0.0225
O -1.21 -0.72 2.96 0.0404
O -0.92 -1.55 0.07 -0.0838
O 1.69 -1.81 -2.40 0.0394
O 0.52 0.64 -3.02 -0.0162
O -0.89 2.04 -0.80 0.0120
O -0.21 0.41 1.36 -0.0415
Br -2.98 0.02 0.81 0.9284
H 0.43 -2.94 -0.46 0.1518
H 1.10 -1.24 0.21 0.1326
H -0.24 -1.61 -2.53 0.1741
H 1.32 0.54 -1.09 0.1588
H -1.70 0.48 -1.72 0.1403
H 0.37 0.85 4.63 0.1098
H -0.10 2.17 3.73 0.0945
H 1.27 1.20 3.09 0.0367
H 2.07 -1.20 -3.01 0.0994
H 0.36 1.65 -3.08 0.1565
H -0.21 2.24 -0.17 0.0968
```

Values from the calculation:
HOMO-LUMO gap in eV: 10.177
Maximum force in hartree/bohr: 0.0813
Energy relative to the best compared isomer or geometry (same formula, charge and spin) in kJ/mol: 0.0
HOMO in eV: -9.772

***

ORCA calculation (wB97M-V/def2-TZVPD) on a 2-piece molecular cluster, C7H11Cl overall.

```
19
Properties=species:S:1:pos:R:3:lowdin_charge:R:1
C -1.40 -1.61 -0.87 -0.2127
C -0.44 -1.23 -1.47 0.0742
C -2.54 -2.08 -0.12 -0.1156
C 1.78 1.02 1.41 -0.1362
C 0.57 1.94 -0.72 -0.1034
C 1.45 -0.17 0.55 -0.1746
C 0.60 1.06 0.49 -0.8773
Cl -0.99 0.96 1.27 0.6718
H -2.52 -3.17 -0.06 0.0804
H -3.46 -1.77 -0.60 0.0815
H -2.52 -1.67 0.89 0.0590
H 0.37 -0.90 -2.05 0.0321
H 2.64 1.61 1.15 0.1025
H 1.61 0.94 2.47 0.0944
H 1.54 1.91 -1.22 0.0855
H -0.19 1.61 -1.42 0.0652
H 0.36 2.97 -0.44 0.0779
H 2.09 -0.39 -0.29 0.0984
H 1.04 -1.05 1.03 0.0968
```

Values from the calculation:
HOMO-LUMO gap in eV: 10.665
Maximum force in hartree/bohr: 0.0111
Energy relative to the best compared isomer or geometry (same formula, charge and spin) in kJ/mol: 213.0
HOMO in eV: -9.729

***

ORCA calculation (wB97M-V/def2-TZVPD) on an isolated ion of composition C7H11ClFN2 and charge +1 in a non-equilibrium geometry.

```
22
Properties=species:S:1:pos:R:3:lowdin_charge:R:1
C -0.24 -1.51 2.38 0.0707
C -0.52 -1.28 1.04 -0.2645
C 0.60 0.55 1.86 -0.6018
C -1.52 0.13 -1.35 -0.0029
C 0.90 -0.67 -1.62 0.0073
C 0.40 1.79 -0.94 -0.0737
C -0.07 0.34 -0.82 -0.4697
N -0.09 -0.06 0.61 0.1142
N 0.40 -0.36 2.77 0.0801
F -1.03 -2.21 0.26 0.1609
Cl 1.40 1.98 1.95 0.9110
H -0.36 -2.36 2.94 0.1176
H -2.03 1.07 -1.20 0.0776
H -1.58 -0.18 -2.38 0.0953
H -2.16 -0.49 -0.66 0.1028
H 1.88 -0.52 -1.26 0.0673
H 0.76 -1.72 -1.52 0.0748
H 0.99 -0.65 -2.66 0.0724
H -0.23 2.44 -0.36 0.0714
H 1.53 1.95 -0.80 0.1077
H 0.08 2.11 -1.91 0.0916
H 0.89 -0.36 3.66 0.1899
```

Values from the calculation:
HOMO-LUMO gap in eV: 9.856
Maximum force in hartree/bohr: 0.1173
Net charge: +1
Energy relative to the best compared isomer or geometry (same formula, charge and spin) in kJ/mol: 0.0
HOMO in eV: -13.597

***

ORCA calculation (wB97M-V/def2-TZVPD) on one molecule with the formula C7H11ClN2 in a non-equilibrium geometry.

```
21
Properties=species:S:1:pos:R:3:lowdin_charge:R:1
C 1.58 2.41 -1.52 -0.0454
C 2.25 1.13 -1.64 -0.1352
C 0.38 2.05 -0.96 -0.1147
C -1.44 -2.12 0.76 -0.1107
C -0.24 -0.53 1.93 -0.0795
C -0.34 -1.13 0.56 -0.4770
C -0.73 -0.04 -0.40 -0.5573
N 1.52 0.16 -1.12 0.0889
N 0.37 0.75 -0.69 -0.2189
Cl -1.31 -0.80 -2.01 0.5935
H 1.83 3.50 -1.73 0.1179
H 3.30 0.99 -1.88 0.1041
H -0.38 2.62 -0.51 0.1132
H -2.30 -1.64 1.32 0.1082
H -1.72 -2.46 -0.17 0.0055
H -1.18 -3.01 1.30 0.0849
H -1.22 -0.03 1.97 0.0846
H 0.16 -1.14 2.74 0.1052
H 0.43 0.31 1.75 0.0735
H 0.57 -1.62 0.33 0.1265
H -1.55 0.58 -0.01 0.1325
```

Values from the calculation:
HOMO-LUMO gap in eV: 10.431
Maximum force in hartree/bohr: 0.0551
Energy relative to the best compared isomer or geometry (same formula, charge and spin) in kJ/mol: 38.5
HOMO in eV: -9.495

***

ORCA calculation (wB97M-V/def2-TZVPD) on a 2-piece molecular cluster, C7H11ClN2O4S overall in a non-equilibrium geometry.

```
26
Properties=species:S:1:pos:R:3:lowdin_charge:R:1
C 0.16 -2.21 -0.62 -0.0823
C -1.56 -0.99 0.59 -0.0876
C -1.12 -2.12 -0.04 -0.5810
C 1.01 -1.20 -0.54 -0.3573
C 0.59 0.05 0.04 -0.2131
C 2.41 -1.20 -1.02 -0.0458
C -0.98 1.09 1.67 -0.0654
N -0.69 0.03 0.79 -0.1460
N -4.19 3.28 0.41 -0.1414
O -0.93 2.15 -1.13 -0.5262
O 0.00 0.23 -2.65 -0.3070
O -3.53 2.25 -0.16 -0.0933
O -3.79 4.36 0.19 0.0099
S 0.27 1.47 -1.53 0.9671
Cl -2.25 -3.51 -0.25 0.5986
H 0.40 -3.16 -1.02 0.1133
H -2.54 -1.00 0.99 0.1280
H 1.44 0.58 0.60 0.1480
H 2.81 -2.14 -1.18 0.0532
H 3.20 -0.64 -0.44 0.1085
H 2.52 -0.66 -2.04 0.1228
H -0.92 0.70 2.76 0.1202
H -0.31 1.89 1.71 0.0790
H -2.05 1.24 1.52 0.0781
H -2.70 2.41 -0.87 0.1471
H 0.01 -0.59 -2.20 -0.0273
```

Values from the calculation:
HOMO-LUMO gap in eV: 7.807
Maximum force in hartree/bohr: 0.0844
Energy relative to the best compared isomer or geometry (same formula, charge and spin) in kJ/mol: 0.0
HOMO in eV: -7.721

***

ORCA calculation (wB97M-V/def2-TZVPD) on an isolated ion of composition C7H11ClN3O2 and charge +1 in a non-equilibrium geometry.

```
24
Properties=species:S:1:pos:R:3:lowdin_charge:R:1
C -1.39 1.84 -1.67 -0.0897
C -0.61 0.13 -3.05 -0.8270
C -1.70 -1.65 -1.92 -0.2059
C 0.58 0.00 -2.09 -0.0770
C 0.14 0.33 -0.70 -0.2176
C 0.97 -0.10 0.46 -0.0869
C 0.36 0.20 1.84 -0.2163
N -1.41 1.28 -2.80 0.1272
N -0.66 1.38 -0.58 0.1515
N -1.28 -1.31 -0.78 0.1822
O -1.45 -1.03 -3.04 0.0015
O 0.11 1.59 1.95 -0.0642
Cl -0.03 0.23 -4.73 0.7717
H -1.99 2.72 -1.51 0.1494
H -2.34 -2.52 -2.12 0.1682
H 1.03 -0.99 -2.16 0.1471
H 1.34 0.73 -2.40 0.1489
H 1.92 0.45 0.38 0.1562
H 1.21 -1.16 0.40 0.1398
H -0.58 -0.36 1.96 0.1238
H 1.06 -0.13 2.61 0.1352
H -0.78 1.79 0.35 0.1484
H -1.55 -1.89 0.01 0.1132
H 0.03 1.85 2.87 0.1203
```

Values from the calculation:
HOMO-LUMO gap in eV: 10.074
Maximum force in hartree/bohr: 0.0263
Net charge: +1
Energy relative to the best compared isomer or geometry (same formula, charge and spin) in kJ/mol: 0.0
HOMO in eV: -14.197

***

ORCA calculation (wB97M-V/def2-TZVPD) on an isolated ion of composition C7H11F2N2 and charge +1 in a non-equilibrium geometry.

```
22
Properties=species:S:1:pos:R:3:lowdin_charge:R:1
C -0.64 0.89 0.83 -0.0474
C -0.81 2.29 0.73 -0.1469
C 1.47 3.05 0.66 -0.0194
C 0.11 -2.09 0.81 -0.0630
C 1.37 -1.15 -1.26 0.0067
C -1.26 -1.54 -1.25 0.0128
C 0.07 -1.20 -0.34 -0.6077
N -0.12 0.18 -0.11 0.1383
N 0.16 3.24 0.67 0.1422
F -1.90 2.67 1.33 0.2126
F 2.04 4.22 0.60 0.1060
H -1.21 0.33 1.69 0.1978
H -0.76 -2.26 1.47 0.0935
H 0.40 -3.09 0.42 0.1108
H 0.84 -1.66 1.56 0.1169
H 1.08 -0.53 -2.15 0.1048
H 2.04 -0.67 -0.63 0.0556
H 1.82 -2.07 -1.46 0.0688
H -2.13 -1.15 -0.67 0.0807
H -0.99 -0.99 -2.27 0.1192
H -1.36 -2.66 -1.45 0.1117
H -0.24 4.20 0.80 0.2061
```

Values from the calculation:
HOMO-LUMO gap in eV: 7.235
Maximum force in hartree/bohr: 0.0976
Net charge: +1
Energy relative to the best compared isomer or geometry (same formula, charge and spin) in kJ/mol: 436.8
HOMO in eV: -14.368

***

ORCA calculation (wB97M-V/def2-TZVPD) on an isolated ion of composition C7H11FNO and charge +1 in a non-equilibrium geometry.

```
21
Properties=species:S:1:pos:R:3:lowdin_charge:R:1
C -0.69 -1.66 0.05 -0.0701
C 0.59 -1.20 0.16 -0.0344
C -1.79 -1.06 -0.71 -0.1014
C -2.54 -0.23 0.49 -0.0844
C 1.09 0.04 -0.25 -0.0060
C -2.09 1.11 0.57 -0.0307
C 2.93 1.49 -0.34 0.0202
N 2.29 0.34 0.24 -0.2937
O 2.92 -0.39 0.99 0.1084
F -1.86 1.87 -0.51 0.0666
H -0.80 -2.68 0.53 0.1608
H 1.31 -1.92 0.62 0.1460
H -1.57 -0.46 -1.55 0.1152
H -2.47 -1.76 -0.99 0.0842
H -3.54 -0.41 0.31 0.1153
H -2.07 -0.83 1.37 0.1663
H 0.62 0.81 -0.92 0.1545
H -1.67 1.55 1.42 0.1116
H 3.41 1.13 -1.22 0.0981
H 3.75 2.09 0.38 0.1924
H 2.16 2.18 -0.62 0.0810
```

Values from the calculation:
HOMO-LUMO gap (spin up / spin down) in eV: 5.261 / 8.273
Maximum force in hartree/bohr: 0.0813
Net charge: +1
Energy relative to the best compared isomer or geometry (same formula, charge and spin) in kJ/mol: 436.9
HOMO (spin up / spin down) in eV: -12.159 / -13.307